C35H42N6NaOPS4 | ωB97M-V/def2-TZVPD

Values from the calculation:
**M**: 744.99 g mol⁻¹
**Spin multiplicity**: 1
**E**: -105012.6751 eV
**Total charge**: 0
**F_max**: 1.12 eV/A
**HOMO level**: -6.39 eV
**Energy above the lowest of the compared OMol25 structures with the same formula, charge and spin**: 20.5 kJ/mol
**Gap between HOMO and LUMO**: 6.24 eV

```
90
Properties=species:S:1:pos:R:3:forces:R:3
S -0.949 -0.520 -2.909 0.122 -0.072 -0.028
S 0.547 3.056 0.871 0.056 0.279 0.085
S 3.099 1.015 0.369 -0.008 -0.029 0.122
S 1.480 1.653 -3.593 0.018 -0.173 -0.086
P -0.957 2.733 -2.156 -0.636 0.907 0.130
Na 0.653 0.926 -0.786 -0.131 -0.394 -0.160
O 1.084 -3.465 3.147 -0.037 0.001 -0.005
N -0.758 -0.250 1.225 -0.145 -0.072 0.125
N 1.457 -1.415 -0.907 0.082 -0.239 -0.017
N -0.915 -4.149 3.949 -0.024 0.027 0.083
N -2.226 4.361 -4.069 -0.051 -0.065 0.004
N -2.735 4.960 -1.767 0.087 -0.069 -0.055
N -0.550 5.482 -2.709 -0.030 -0.062 0.053
C 0.890 -2.268 -1.768 0.061 0.000 0.025
C -1.315 -1.036 3.843 -0.005 -0.037 0.065
C 3.491 -2.652 -1.069 0.035 0.009 -0.034
C -0.097 -3.231 3.363 -0.017 -0.021 0.029
C -1.670 5.902 -1.755 -0.055 -0.123 -0.025
C 1.845 0.077 -5.793 -0.042 -0.072 0.010
C -2.317 3.653 -1.205 0.188 -0.008 -0.094
C 3.279 1.005 3.103 -0.078 0.005 -0.084
C -0.663 -1.897 2.973 0.035 -0.017 -0.040
C -1.406 0.559 2.070 0.063 -0.091 -0.103
C -0.403 -1.449 1.685 0.114 0.152 -0.038
C 0.604 -1.906 -6.364 -0.008 -0.025 0.015
C -1.695 0.211 3.380 -0.020 0.059 0.043
C -0.571 -2.087 -2.074 -0.051 0.138 -0.014
C 1.589 -3.322 -2.339 0.030 0.018 -0.023
C -1.787 2.975 -3.812 0.079 -0.052 0.117
C -2.883 -4.045 5.475 0.020 0.026 -0.013
C 2.889 1.289 4.399 -0.020 0.026 0.013
C -3.247 4.810 -3.126 0.103 -0.060 0.033
C 1.612 -0.986 -6.644 0.020 0.088 0.028
C -2.367 -4.043 4.042 0.068 -0.021 0.039
C 3.280 -0.792 0.593 0.018 0.192 -0.036
C 0.085 -0.663 -4.350 0.028 -0.028 -0.144
C 2.918 -3.503 -1.995 -0.010 -0.025 -0.021
C 0.145 4.242 -2.219 0.044 -0.178 0.002
C 1.097 0.282 -4.615 0.008 -0.042 0.032
C 0.420 -5.321 5.694 -0.020 0.022 -0.020
C 1.079 2.604 3.517 0.035 0.005 -0.063
C 2.558 1.484 2.006 0.089 -0.045 0.099
C 1.771 2.091 4.600 -0.034 0.002 -0.038
C 2.722 -1.625 -0.534 -0.045 0.019 0.007
C -1.139 5.272 -4.103 -0.003 -0.079 0.002
C -0.304 -5.414 4.356 0.022 0.052 0.028
C -0.155 -1.728 -5.224 0.011 0.068 0.061
C 1.450 2.335 2.186 0.066 -0.032 0.123
H 4.332 -1.028 0.732 0.024 -0.093 0.037
H -1.154 -2.032 -1.151 0.059 -0.063 0.012
H -0.333 4.888 -4.727 0.032 0.019 -0.015
H 3.454 0.902 5.238 -0.021 0.005 -0.038
H -1.502 -1.327 4.871 -0.002 0.007 -0.027
H 1.201 -4.563 5.636 -0.006 -0.019 0.015
H 0.408 -5.705 3.586 -0.007 -0.038 -0.057
H -1.658 1.540 1.687 0.033 -0.010 0.007
H 2.745 -1.048 1.509 -0.006 -0.042 0.012
H 4.161 0.399 2.930 -0.018 -0.001 0.003
H -2.013 6.878 -2.101 -0.019 0.038 -0.018
H -2.184 0.922 4.033 0.001 -0.020 -0.035
H -1.462 6.253 -4.452 -0.023 0.041 0.018
H 2.634 0.786 -6.010 -0.014 -0.002 -0.010
H -1.097 -6.162 4.391 -0.008 -0.004 0.008
H -1.110 2.655 -4.604 0.048 -0.006 0.005
H 1.442 2.325 5.606 0.009 0.007 -0.033
H 2.214 -1.095 -7.538 -0.001 -0.011 0.035
H -1.224 5.979 -0.764 0.029 -0.004 0.014
H -2.459 -3.214 6.044 -0.019 -0.039 -0.007
H 0.219 3.244 3.672 0.022 -0.010 0.012
H -1.945 3.807 -0.188 -0.035 0.007 0.003
H 1.099 -3.980 -3.044 -0.007 0.019 -0.002
H -2.665 2.327 -3.839 -0.020 -0.008 -0.050
H -2.627 -4.973 5.988 -0.004 0.020 0.003
H 0.508 4.428 -1.208 0.039 0.062 0.039
H -2.808 -4.882 3.496 0.002 -0.015 -0.022
H 0.888 -6.277 5.937 -0.017 0.029 -0.006
H 0.158 -2.087 1.012 -0.043 0.024 -0.033
H 3.494 -4.310 -2.431 -0.006 0.025 -0.002
H -2.683 -3.136 3.537 -0.011 0.014 -0.061
H -3.198 3.011 -1.135 -0.009 0.029 -0.029
H 0.135 6.235 -2.758 0.012 0.020 0.023
H 0.997 4.051 -2.871 -0.078 -0.003 -0.046
H -4.055 4.080 -3.117 -0.022 0.006 -0.010
H -3.642 5.770 -3.465 0.017 0.026 -0.002
H -0.265 -5.058 6.502 0.022 -0.002 -0.020
H 0.408 -2.739 -7.028 0.009 0.027 0.008
H -3.970 -3.948 5.479 0.026 -0.006 0.011
H -0.958 -2.422 -4.997 -0.002 0.038 -0.015
H -0.939 -2.920 -2.671 0.005 -0.051 0.037
H 4.517 -2.782 -0.754 -0.022 0.019 0.004
```
Forces are in eV/Å.

Quick look at the Mulliken charges, all values in e: number 1, S, carries -0.004; number 2, S, carries -0.443; number 3, S, carries -0.126; number 4, S, carries -0.255; number 5, P, carries 1.396; number 6, Na, carries 0.490; number 7, O, carries -0.686; number 8, N, carries 0.390; number 9, N, carries 0.742; number 10, N, carries 0.260; number 11, N, carries 0.128; number 12, N, carries 0.143; number 13, N, carries 0.070; number 14, C, carries 0.508; number 15, C, carries 0.149; number 16, C, carries -1.241; number 17, C, carries 0.047; number 18, C, carries -0.772; number 19, C, carries -0.677; number 20, C, carries -1.503; number 21, C, carries -0.407; number 22, C, carries -0.095; number 23, C, carries -0.281; number 24, C, carries -0.658; number 25, C, carries -0.699; number 26, C, carries -1.050; number 27, C, carries -1.024; number 28, C, carries -0.732; number 29, C, carries -1.120; number 30, C, carries -1.131; number 31, C, carries -0.716; number 32, C, carries -0.878; number 33, C, carries -0.528; number 34, C, carries -0.622; number 35, C, carries -0.440; number 36, C, carries -0.063; number 37, C, carries -0.773; number 38, C, carries -1.314; number 39, C, carries 0.598; number 40, C, carries -1.069; number 41, C, carries -0.664; number 42, C, carries 0.205; number 43, C, carries -0.655; number 44, C, carries 0.390; number 45, C, carries -0.861; number 46, C, carries -0.802; number 47, C, carries -0.599; number 48, C, carries 0.341; number 49, H, carries 0.483; number 50, H, carries 0.312; number 51, H, carries 0.435; number 52, H, carries 0.418; number 53, H, carries 0.503; number 54, H, carries 0.288; number 55, H, carries 0.388; number 56, H, carries 0.273; number 57, H, carries 0.184; number 58, H, carries 0.375; number 59, H, carries 0.348; number 60, H, carries 0.463; number 61, H, carries 0.331; number 62, H, carries 0.424; number 63, H, carries 0.408; number 64, H, carries 0.441; number 65, H, carries 0.366; number 66, H, carries 0.356; number 67, H, carries 0.429; number 68, H, carries 0.261; number 69, H, carries 0.455; number 70, H, carries 0.428; number 71, H, carries 0.474; number 72, H, carries 0.434; number 73, H, carries 0.326; number 74, H, carries 0.457; number 75, H, carries 0.399; number 76, H, carries 0.387; number 77, H, carries 0.656; number 78, H, carries 0.410; number 79, H, carries 0.413; number 80, H, carries 0.449; number 81, H, carries 0.363; number 82, H, carries 0.673; number 83, H, carries 0.400; number 84, H, carries 0.302; number 85, H, carries 0.271; number 86, H, carries 0.393; number 87, H, carries 0.400; number 88, H, carries 0.431; number 89, H, carries 0.578; number 90, H, carries 0.447


C35H43AlClP2Si2 | ωB97M-V/def2-TZVPD

Values from the calculation:
**M**: 644.28 g mol⁻¹
**Spin multiplicity**: 1
**E**: -90433.6542 eV
**Total charge**: +1
**F_max**: 4.24 eV/A
**HOMO level**: -9.84 eV
**Gap between HOMO and LUMO**: 4.32 eV

```
84
Properties=species:S:1:pos:R:3:forces:R:3
Cl 0.714 -0.836 -1.371 0.268 -0.054 -0.758
P 2.556 0.500 1.960 0.394 -0.362 -0.221
P 0.289 1.921 -0.166 -0.263 0.857 -0.567
Si 3.114 0.429 -5.618 -2.957 -0.299 2.001
Si -0.820 -0.545 -6.276 1.839 0.501 -3.784
Al -1.177 -0.709 -2.515 1.489 -1.237 3.041
C 1.880 -0.897 -5.017 0.222 1.086 -0.256
C 0.369 2.354 1.610 -0.065 0.114 0.206
C 1.455 1.779 -3.824 -0.502 -0.634 -0.885
C 3.799 0.992 3.215 0.379 0.260 0.082
C 0.032 3.561 -4.600 -0.330 -0.369 -0.159
C -0.898 -1.556 -8.958 0.612 0.120 -0.153
C -0.843 3.273 -8.048 0.015 0.127 -0.060
C 1.047 1.365 2.560 -0.173 0.065 0.387
C -0.307 -1.718 -7.682 -0.806 -0.948 -0.060
C 1.713 -3.040 -3.793 0.535 0.005 0.455
C 0.770 -2.611 -7.565 0.442 0.438 -0.302
C 2.244 -1.229 2.479 -0.096 -0.307 -0.061
C 1.284 2.292 -8.555 -0.061 -0.150 0.035
C -2.440 -1.651 -1.184 0.794 0.584 0.759
C 0.387 -0.734 -4.873 -0.574 0.488 -0.124
C -3.260 0.227 -0.051 0.337 0.017 -0.403
C 0.358 -2.960 -3.639 -1.065 0.991 -1.016
C 2.046 2.277 -0.633 -0.109 -0.262 -0.178
C -1.195 2.143 -7.300 0.364 0.351 -0.228
C 0.907 1.137 -7.860 0.439 0.339 -0.093
C -0.487 3.526 -0.708 -0.019 -0.117 0.263
C 1.107 4.036 -5.354 0.417 0.456 0.242
C -0.300 -2.097 -10.106 -0.060 -0.177 0.321
C 0.405 3.368 -8.672 -0.117 -0.230 0.363
C 0.224 2.459 -3.757 0.779 0.305 -0.512
C -3.361 -0.481 -1.251 0.033 0.255 0.407
C -0.318 1.062 -7.184 -0.610 -0.212 0.292
C -1.735 -1.475 0.104 -1.410 -0.567 -0.355
C 2.282 3.281 -5.486 -0.773 -0.413 -0.245
C -0.380 -1.774 -4.050 -0.392 -1.036 0.408
C 2.447 -2.017 -4.437 0.121 -0.247 0.034
C 0.887 -2.845 -9.992 -0.180 0.234 0.362
C 2.335 1.993 -4.926 -0.448 1.043 0.842
C 1.422 -3.095 -8.717 -0.374 -0.112 -0.150
C -2.260 -0.365 0.767 -0.130 -0.600 -0.418
H -1.791 -0.933 -9.071 0.322 -0.152 0.023
H 1.599 0.287 -7.858 -0.334 0.140 -0.104
H 1.165 -2.866 -6.570 -0.108 0.160 -0.631
H -2.022 -0.047 1.788 0.060 -0.119 -0.580
H 3.527 -2.116 -4.444 0.002 -0.132 -0.246
H -2.703 -2.639 -1.591 0.137 0.452 0.194
H 2.679 1.467 -0.248 -0.216 0.475 -0.314
H 0.201 0.318 -4.568 0.313 -0.647 0.383
H 2.337 3.226 -0.170 0.130 -0.034 -0.159
H 3.113 3.637 -6.089 -0.353 -0.044 -0.275
H -0.674 2.499 1.927 0.219 0.155 0.023
H -0.972 3.988 -4.727 0.611 0.066 0.296
H -2.245 -0.452 -5.982 -0.277 -0.085 0.677
H -4.109 -0.335 -2.016 -0.133 -0.038 0.021
H -1.021 -2.186 0.514 -0.130 0.330 -0.235
H 1.358 1.906 3.458 -0.313 -0.046 0.077
H 2.148 2.319 -1.722 -0.003 0.297 0.382
H 2.347 -3.676 -8.627 -0.475 0.124 0.025
H -1.447 -2.013 -4.307 0.823 -0.355 -0.742
H 4.670 1.420 2.700 -0.171 -0.051 0.304
H 1.030 4.998 -5.872 -0.025 -0.461 0.153
H 2.268 -3.875 -3.369 -0.215 0.107 -0.189
H -0.601 2.086 -3.129 0.497 0.341 0.068
H 1.375 -3.234 -10.897 -0.198 0.207 0.536
H -1.582 3.399 -0.644 0.365 0.256 -0.019
H 1.213 -1.339 2.829 0.183 -0.199 0.030
H -1.535 4.109 -8.134 0.042 -0.189 0.034
H -0.212 3.767 -1.747 -0.100 0.037 0.597
H 0.345 0.587 2.874 -0.064 0.142 -0.033
H -0.760 -1.933 -11.090 0.258 -0.088 0.520
H 2.949 -1.504 3.272 -0.311 -0.162 -0.167
H 2.400 -1.875 1.607 -0.085 -0.033 0.314
H 4.127 0.114 3.784 -0.007 0.329 -0.035
H 4.292 0.323 -4.858 1.814 -0.871 0.211
H -0.225 -3.829 -3.350 0.178 0.104 0.398
H -2.159 2.100 -6.794 0.075 0.123 -0.140
H -3.857 1.084 0.251 0.198 -0.088 -0.310
H 1.626 0.917 -3.157 -0.191 0.383 -0.502
H 0.875 3.327 1.632 -0.104 -0.066 0.240
H -0.155 4.317 -0.015 -0.232 -0.023 -0.455
H 3.380 1.742 3.895 0.253 -0.144 -0.013
H 2.274 2.347 -9.000 -0.165 -0.041 -0.057
H 0.706 4.277 -9.208 -0.232 -0.463 0.191
```
Forces are in eV/Å.

Quick look at the Mulliken charges, all values in e: number 1, Cl, carries -0.258; number 2, P, carries 0.585; number 3, P, carries 0.967; number 4, Si, carries 0.232; number 5, Si, carries -0.274; number 6, Al, carries 0.491; number 7, C, carries 1.070; number 8, C, carries -1.321; number 9, C, carries -0.708; number 10, C, carries -1.235; number 11, C, carries -0.825; number 12, C, carries -0.575; number 13, C, carries -0.610; number 14, C, carries -0.945; number 15, C, carries 0.661; number 16, C, carries -1.000; number 17, C, carries 0.053; number 18, C, carries -1.161; number 19, C, carries -0.902; number 20, C, carries 0.231; number 21, C, carries 4.147; number 22, C, carries -0.741; number 23, C, carries -0.750; number 24, C, carries -1.098; number 25, C, carries -0.362; number 26, C, carries -0.627; number 27, C, carries -1.444; number 28, C, carries -0.313; number 29, C, carries -0.489; number 30, C, carries -0.621; number 31, C, carries -0.189; number 32, C, carries -0.992; number 33, C, carries 0.549; number 34, C, carries -0.875; number 35, C, carries -0.832; number 36, C, carries -0.237; number 37, C, carries -0.799; number 38, C, carries -0.549; number 39, C, carries -0.025; number 40, C, carries -0.641; number 41, C, carries -0.317; number 42, H, carries 0.319; number 43, H, carries 1.041; number 44, H, carries 0.227; number 45, H, carries 0.524; number 46, H, carries 0.487; number 47, H, carries 0.734; number 48, H, carries 0.190; number 49, H, carries -4.009; number 50, H, carries 0.514; number 51, H, carries 0.413; number 52, H, carries 0.451; number 53, H, carries 0.540; number 54, H, carries -0.253; number 55, H, carries 0.615; number 56, H, carries 0.526; number 57, H, carries 0.613; number 58, H, carries 0.163; number 59, H, carries 0.399; number 60, H, carries 0.322; number 61, H, carries 0.314; number 62, H, carries 0.440; number 63, H, carries 0.464; number 64, H, carries 0.748; number 65, H, carries 0.374; number 66, H, carries 0.252; number 67, H, carries 0.325; number 68, H, carries 0.430; number 69, H, carries 0.369; number 70, H, carries 0.230; number 71, H, carries 0.396; number 72, H, carries 0.380; number 73, H, carries 0.224; number 74, H, carries 0.379; number 75, H, carries -0.200; number 76, H, carries 0.541; number 77, H, carries 0.400; number 78, H, carries 0.488; number 79, H, carries 1.094; number 80, H, carries 0.548; number 81, H, carries 0.515; number 82, H, carries 0.324; number 83, H, carries 0.474; number 84, H, carries 0.406